No. 1
Entry from the OMol25 dataset: a molecular structure, CHF2NO4S2 (ωB97M-V/def2-TZVPD).

Each line ends with the Löwdin charge.
CARTESIAN COORDINATES (ANGSTROEM)
S: -1.32643 0.16186 1.21262  0.858
S: 0.42729 -0.36896 -0.90899  0.575
F: 2.44328 -0.73643 0.58427  0.126
F: 2.09950 1.39013 0.36242  0.122
O: -2.36627 1.14525 1.53536  -0.333
O: 0.25214 -1.78011 -0.60679  -0.277
O: 0.93085 0.10724 -2.16115  -0.257
O: -1.52549 -1.26201 1.46287  -0.313
N: -1.00155 0.28247 -0.60917  -0.258
C: 1.53646 0.19825 0.45109  -0.365
H: -1.46978 0.86230 -1.32253  0.124

Values from the calculation:
- HOMO (spin up / spin down): -10.4 / -11.2 eV
- LUMO level (spin up / spin down): -3.7 / -2.0 eV

***

No. 2
Entry from the OMol25 dataset: 2 unconnected molecules or ions with the total composition CHF2O2P (ωB97M-V/def2-TZVPD).

Each line ends with the Löwdin charge.
CARTESIAN COORDINATES (ANGSTROEM)
P: 1.73505 2.70180 1.15462  0.613
F: 0.41786 0.04116 -1.64197  0.182
F: -0.77566 1.67174 -0.67358  0.143
O: 1.56148 1.20223 0.72137  -0.486
O: 2.88099 2.69078 2.08629  -0.492
C: -0.14388 0.53663 -0.54963  -0.080
H: -0.58308 0.02507 0.19359  0.120

Values from the calculation:
- HOMO: -9.5 eV
- LUMO level: -1.9 eV

***

No. 3
Entry from the OMol25 dataset: 2 unconnected molecules or ions with the total composition CHF2O3P (ωB97M-V/def2-TZVPD).

Each line ends with the Löwdin charge.
CARTESIAN COORDINATES (ANGSTROEM)
P: -2.13889 -2.21945 -0.21627  0.061
F: 0.43470 -1.72101 0.59969  -0.035
F: 0.09001 -1.50337 -1.56174  -0.043
O: -3.00425 -1.29064 -1.01419  -0.462
O: -2.22872 -2.30353 1.29393  -0.467
O: -1.67924 -3.52381 -0.87021  -0.452
C: -0.35861 -1.24488 -0.37030  -0.410
H: 0.72416 0.90266 -0.78012  -0.193

Values from the calculation:
- Charge: -2
- HOMO (spin up / spin down): -0.2 / 0.5 eV
- LUMO level (spin up / spin down): 7.4 / 7.0 eV

***

No. 4
Entry from the OMol25 dataset: a molecular structure, CHF3FeO (ωB97M-V/def2-TZVPD).

Each line ends with the Löwdin charge.
CARTESIAN COORDINATES (ANGSTROEM)
Fe: -0.38269 -3.75308 -0.06975  0.667
F: 0.09932 1.82840 -1.21142  0.061
F: 1.29695 1.67695 0.58151  0.061
F: -0.85047 1.88736 0.72910  0.061
O: -0.20135 -1.98792 -0.03669  -0.718
C: 0.12067 1.17743 0.02208  -0.191
H: -0.08245 -0.82915 -0.01484  0.059

Values from the calculation:
- Multiplicity: 7
- Expectation value of S²: 12.0146
- HOMO (spin up / spin down): -7.7 / -9.7 eV
- LUMO level (spin up / spin down): 0.6 / -3.7 eV

***

No. 5
Entry from the OMol25 dataset: 2 unconnected molecules or ions with the total composition CHF3N2 (ωB97M-V/def2-TZVPD).

Each line ends with the Löwdin charge.
CARTESIAN COORDINATES (ANGSTROEM)
F: -1.39390 0.76274 0.67573  -0.108
F: 1.32570 -0.84837 -1.27947  0.172
F: -0.52157 1.56117 -1.10473  -0.077
N: 0.94180 -0.85257 0.95226  0.182
N: -1.38640 0.59208 -0.69674  0.075
C: 0.68164 -0.83066 -0.20855  -0.336
H: 0.35272 -0.38439 1.66150  0.092

Values from the calculation:
- HOMO (spin up / spin down): -10.7 / -8.6 eV
- LUMO level (spin up / spin down): -0.3 / -0.8 eV

***

No. 6
Entry from the OMol25 dataset: 2 unconnected molecules or ions with the total composition CHF3N2 (ωB97M-V/def2-TZVPD).

Each line ends with the Löwdin charge.
CARTESIAN COORDINATES (ANGSTROEM)
F: 1.82200 -1.96319 0.76384  -0.118
F: -1.53083 0.33421 1.20936  -0.039
F: -1.73614 1.20210 -0.79210  -0.054
N: -0.92302 1.15479 0.30026  0.033
N: 0.96761 -0.75303 0.49525  0.046
C: 0.62996 -0.21265 -0.49124  0.020
H: 0.77040 0.23778 -1.48536  0.113

Values from the calculation:
- HOMO (spin up / spin down): -10.8 / -9.7 eV
- LUMO level (spin up / spin down): -1.2 / -1.3 eV

***

No. 7
Entry from the OMol25 dataset: CHF3N2O in the gas phase (ωB97M-V/def2-TZVPD).

Each line ends with the Löwdin charge.
CARTESIAN COORDINATES (ANGSTROEM)
F: -3.44330 0.08021 -1.05721  0.064
F: -2.98141 -0.47425 1.05388  0.065
F: -1.30567 1.47684 0.00529  0.006
O: -0.09243 -1.86334 0.21249  0.087
N: -1.34788 0.07453 -0.24401  -0.055
N: -2.51313 -0.49485 -0.21274  -0.102
C: -0.18534 -0.64551 0.17249  -0.195
H: 0.52300 0.04998 0.55426  0.129

Values from the calculation:
- HOMO: -11.4 eV
- LUMO level: 0.3 eV

***

No. 8
Entry from the OMol25 dataset: a molecular structure, CHF3NO3S2Yb (ωB97M-V/def2-TZVPD).

Each line ends with the Löwdin charge.
CARTESIAN COORDINATES (ANGSTROEM)
Yb: 0.09201 0.68793 0.77964  1.289
S: 2.11091 1.33372 -0.92074  0.706
S: 1.58524 -1.67432 -0.42408  0.617
F: -3.95934 0.97898 -0.87226  0.149
F: -3.65773 -1.03605 -0.16530  0.158
F: -2.36779 0.56460 0.51915  -0.022
O: 0.17469 -1.32289 0.23581  -0.714
O: 2.07660 2.25160 0.41697  -0.741
O: 2.31299 -2.53574 0.60228  -0.513
N: 2.41002 -0.23515 -0.41957  -0.663
C: -3.05580 0.06143 -0.58400  -0.444
H: -2.36399 -0.13738 -1.41809  0.179

Values from the calculation:
- Multiplicity: 2
- Expectation value of S²: 0.7576
- HOMO (spin up / spin down): -8.2 / -8.3 eV
- LUMO level (spin up / spin down): -1.1 / -1.7 eV

***

No. 9
Entry from the OMol25 dataset: a gas-phase ion, CHF3O2P (charge -1) (ωB97M-V/def2-TZVPD).

Each line ends with the Löwdin charge.
CARTESIAN COORDINATES (ANGSTROEM)
P: 0.87473 0.49992 0.05825  0.313
F: -0.98525 -1.21776 -1.08218  0.080
F: -0.98873 -1.26579 1.07129  0.074
F: -1.60722 0.51886 0.04255  0.016
O: 0.89253 1.29408 1.30713  -0.388
O: 0.80712 1.27719 -1.19831  -0.415
C: -0.67984 -0.51168 0.01264  -0.685
H: 1.68666 -0.59482 -0.21137  0.006

Values from the calculation:
- Charge: -1
- HOMO: -5.3 eV
- LUMO level: 4.3 eV

***

No. 10
Entry from the OMol25 dataset: 2 unconnected molecules or ions with the total composition CHF3O2S (ωB97M-V/def2-TZVPD).

Each line ends with the Löwdin charge.
CARTESIAN COORDINATES (ANGSTROEM)
S: -0.86556 -1.15872 -0.45029  0.779
F: 0.07217 1.98453 1.05170  0.111
F: -1.18229 -0.22900 -1.84281  -0.297
F: 1.69607 1.42632 -0.30359  0.122
O: -0.01859 -2.23728 -0.88138  -0.336
O: -2.13938 -1.43085 0.14915  -0.326
C: 0.97973 1.09116 0.73614  -0.186
H: 1.45785 0.55385 1.54108  0.133

Values from the calculation:
- HOMO (spin up / spin down): -10.9 / -9.7 eV
- LUMO level (spin up / spin down): -0.9 / -3.2 eV

***

No. 11
Entry from the OMol25 dataset: a molecular structure, CHF3O2SZn (ωB97M-V/def2-TZVPD).

Each line ends with the Löwdin charge.
CARTESIAN COORDINATES (ANGSTROEM)
Zn: 2.72904 0.65318 0.04698  1.078
S: 0.48136 1.04999 -0.94328  0.894
F: -1.86738 -0.38162 -0.78318  0.047
F: -1.87954 -1.93466 1.08856  -0.506
F: -1.27419 0.41544 1.17596  0.065
O: 1.23007 1.75868 0.28208  -0.651
O: 1.60588 -0.07761 -1.24788  -0.659
C: -0.90428 -0.35891 0.15210  -0.388
H: -0.12097 -1.12449 0.22867  0.121

Values from the calculation:
- HOMO: -8.5 eV
- LUMO level: -4.1 eV

***

No. 12
Entry from the OMol25 dataset: 2 unconnected molecules or ions with the total composition CHF3O3PS (ωB97M-V/def2-TZVPD).

Each line ends with the Löwdin charge.
CARTESIAN COORDINATES (ANGSTROEM)
S: -2.00643 -0.58421 -0.29183  0.679
P: -0.06113 1.60572 -0.20241  0.647
F: -3.50640 1.67465 -0.21824  0.035
F: -4.66409 -0.10180 -0.53885  0.025
F: -3.88695 0.32155 1.42001  0.077
O: -1.81876 -1.54610 0.84570  -0.736
O: 1.08407 0.46531 -0.55047  -0.380
O: 0.52287 2.33293 0.95070  -0.525
C: -3.57454 0.37295 0.12308  -0.846
H: 1.72400 0.43489 0.16655  0.024

Values from the calculation:
- Charge: -1
- HOMO: -3.1 eV
- LUMO level: 3.8 eV